# 1
{"formula": "C40H31O7S3TeW", "method": "ωB97M-V with the def2-TZVPD basis set", "e_homo_ev": [-10.58, -10.58], "lumo_ev": [-3.844, -5.583], "s2": 2.07, "charge": 1, "orbital_gap_ev": [6.735, 4.994], "spin_multiplicity": 3, "elements": ["W", "O", "C", "O", "C", "O", "O", "C", "C", "C", "C", "C", "C", "C", "S", "O", "C", "C", "C", "C", "C", "C", "C", "C", "C", "C", "C", "C", "C", "C", "C", "C", "C", "C", "C", "C", "S", "O", "C", "C", "C", "C", "C", "C", "C", "H", "H", "H", "H", "H", "H", "H", "H", "H", "H", "H", "H", "H", "H", "H", "H", "H", "H", "H", "H", "H", "H", "H", "H", "H", "H", "O", "H", "H", "Te", "C", "C", "C", "C", "S", "H", "H", "H"], "xyz": [[-0.469, -0.635, 3.882], [0.642, -2.449, 4.637], [-0.462, -2.263, 5.240], [-0.524, -1.141, 5.942], [-1.782, -2.378, 4.491], [-0.761, -4.299, 1.917], [-2.555, -1.425, 4.622], [-1.865, 7.204, -2.838], [-1.737, 6.041, -1.901], [-2.442, 4.863, -2.115], [-2.318, 3.788, -1.250], [-1.485, 3.870, -0.141], [-0.801, 5.058, 0.097], [-0.916, 6.121, -0.777], [-1.393, 2.472, 0.966], [-1.482, 0.113, 2.643], [0.245, 1.857, 0.583], [1.375, 2.586, 1.034], [2.638, 2.205, 0.700], [2.855, 1.059, -0.102], [4.157, 0.668, -0.492], [4.352, -0.407, -1.310], [3.241, -1.134, -1.788], [1.973, -0.779, -1.426], [1.743, 0.316, -0.556], [0.430, 0.725, -0.185], [-0.735, 0.026, -0.793], [-1.131, 0.510, -2.087], [-0.443, 1.576, -2.716], [-0.862, 2.065, -3.920], [-1.987, 1.519, -4.564], [-2.660, 0.476, -3.992], [-2.241, -0.053, -2.752], [-2.924, -1.142, -2.156], [-2.528, -1.626, -0.953], [-1.422, -1.044, -0.277], [-1.270, -1.856, 1.302], [0.091, -1.533, 2.051], [-0.834, -3.496, 0.751], [0.149, -3.727, -0.303], [0.188, -4.917, -0.917], [-0.786, -5.972, -0.671], [-0.701, -7.222, -1.496], [-1.782, -5.768, 0.211], [-1.847, -4.556, 1.030], [-2.358, 6.912, -3.764], [-0.889, 7.620, -3.087], [-2.453, 8.004, -2.385], [-3.094, 4.781, -2.976], [-2.869, 2.876, -1.435], [-0.179, 5.154, 0.978], [-0.372, 7.036, -0.578], [1.208, 3.479, 1.624], [3.491, 2.781, 1.030], [4.998, 1.249, -0.138], [5.350, -0.690, -1.612], [3.396, -1.968, -2.459], [1.125, -1.319, -1.831], [0.417, 2.019, -2.234], [-0.330, 2.887, -4.380], [-2.317, 1.925, -5.511], [-3.520, 0.036, -4.479], [-3.757, -1.594, -2.677], [-3.049, -2.471, -0.522], [0.833, -2.931, -0.567], [0.936, -5.099, -1.678], [0.257, -7.298, -2.006], [-1.483, -7.239, -2.257], [-0.823, -8.109, -0.876], [-2.573, -6.497, 0.323], [-2.813, -4.267, 1.436], [-1.291, 1.101, 4.910], [-1.878, 1.599, 4.321], [-1.664, 0.946, 5.789], [1.656, 1.042, 4.442], [3.246, 0.078, 3.603], [3.264, -1.142, 2.923], [4.545, -1.512, 2.505], [5.501, -0.593, 2.859], [4.849, 0.722, 3.699], [2.379, -1.739, 2.754], [4.768, -2.422, 1.970], [6.559, -0.646, 2.665]]}

# 2
{"formula": "C40H31OP2ReS6", "method": "ωB97M-V with the def2-TZVPD basis set", "e_homo_ev": [-16.34, -16.47], "lumo_ev": [-9.391, -10.959], "s2": 3.81, "charge": 3, "orbital_gap_ev": [6.949, 5.510], "spin_multiplicity": 4, "elements": ["Re", "O", "S", "C", "C", "C", "C", "C", "C", "P", "C", "C", "C", "C", "C", "C", "C", "C", "C", "C", "C", "C", "C", "C", "C", "C", "C", "C", "P", "C", "C", "C", "C", "C", "C", "C", "C", "C", "C", "C", "C", "H", "H", "H", "H", "H", "H", "H", "H", "H", "H", "H", "H", "H", "H", "H", "H", "H", "H", "H", "H", "H", "H", "H", "H", "H", "H", "H", "H", "C", "S", "C", "C", "S", "S", "C", "S", "S", "H", "H", "H"], "xyz": [[0.746, 0.163, 0.788], [3.599, 0.768, -0.186], [2.376, 0.312, -0.830], [2.634, -1.259, -1.601], [3.833, -1.537, -2.240], [3.969, -2.768, -2.866], [2.926, -3.689, -2.844], [1.751, -3.413, -2.161], [1.597, -2.183, -1.526], [0.212, -1.850, -0.412], [0.142, -3.297, 0.660], [1.204, -3.508, 1.545], [1.245, -4.661, 2.309], [0.237, -5.612, 2.186], [-0.812, -5.410, 1.300], [-0.863, -4.254, 0.530], [-1.319, -1.712, -1.334], [-1.325, -1.713, -2.728], [-2.532, -1.616, -3.407], [-3.723, -1.515, -2.700], [-3.716, -1.490, -1.309], [-2.517, -1.577, -0.624], [1.890, 1.360, -2.181], [2.631, 1.443, -3.350], [2.202, 2.311, -4.344], [1.050, 3.071, -4.170], [0.325, 2.993, -2.988], [0.753, 2.136, -1.980], [-0.006, 2.098, -0.346], [0.850, 3.291, 0.691], [0.378, 3.527, 1.990], [1.036, 4.431, 2.804], [2.174, 5.084, 2.343], [2.655, 4.837, 1.065], [1.998, 3.943, 0.235], [-1.741, 2.490, -0.537], [-2.493, 1.741, -1.447], [-3.816, 2.075, -1.678], [-4.397, 3.141, -1.002], [-3.650, 3.889, -0.102], [-2.322, 3.573, 0.130], [4.649, -0.825, -2.222], [4.896, -3.017, -3.364], [3.046, -4.645, -3.338], [0.972, -4.164, -2.094], [2.008, -2.787, 1.633], [2.073, -4.829, 2.985], [0.280, -6.522, 2.771], [-1.585, -6.161, 1.192], [-1.669, -4.123, -0.178], [-0.403, -1.819, -3.288], [-2.544, -1.641, -4.489], [-4.663, -1.458, -3.234], [-4.646, -1.408, -0.761], [-2.518, -1.574, 0.462], [3.523, 0.846, -3.496], [2.767, 2.391, -5.263], [0.721, 3.734, -4.959], [-0.559, 3.602, -2.846], [-0.524, 3.038, 2.343], [0.654, 4.650, 3.793], [2.681, 5.797, 2.981], [3.538, 5.351, 0.709], [2.377, 3.767, -0.764], [-2.042, 0.921, -2.000], [-4.395, 1.511, -2.398], [-5.431, 3.399, -1.190], [-4.096, 4.735, 0.405], [-1.740, 4.195, 0.796], [-1.414, -2.579, 3.637], [-0.144, -2.541, 4.926], [-0.150, -0.832, 5.302], [0.344, 0.189, 4.501], [1.250, -0.101, 3.032], [0.302, 1.756, 5.167], [-0.369, 1.323, 6.699], [-0.690, 2.428, 7.878], [-0.718, -0.355, 6.836], [-1.437, -3.615, 3.299], [-1.140, -1.941, 2.800], [-2.383, -2.311, 4.052]]}

# 3
{"formula": "C40H32ClIN6O3RhTe", "method": "ωB97M-V with the def2-TZVPD basis set", "e_homo_ev": [-10.62, -10.62], "lumo_ev": [-4.326, -4.329], "charge": 1, "orbital_gap_ev": [6.299, 6.296], "elements": ["Rh", "C", "C", "C", "C", "N", "C", "N", "C", "N", "C", "N", "C", "C", "C", "C", "C", "N", "C", "C", "C", "C", "C", "C", "H", "H", "H", "H", "H", "H", "H", "H", "H", "H", "H", "H", "C", "Te", "C", "C", "C", "C", "C", "C", "C", "H", "H", "H", "H", "H", "H", "H", "H", "I", "C", "C", "C", "C", "N", "C", "H", "H", "H", "H", "C", "C", "C", "C", "Cl", "C", "C", "C", "O", "C", "C", "O", "O", "H", "H", "H", "H", "H", "H", "H", "H"], "xyz": [[0.297, 1.331, 1.315], [-0.817, -0.352, 5.261], [0.211, -1.224, 5.594], [1.322, -1.259, 4.787], [1.409, -0.437, 3.657], [0.388, 0.373, 3.311], [-0.687, 0.402, 4.120], [2.616, -0.528, 2.986], [2.987, 0.239, 2.039], [2.280, 1.218, 1.360], [3.109, 1.857, 0.491], [2.848, 2.844, -0.299], [1.641, 3.488, -0.392], [1.686, 4.677, -1.147], [0.548, 5.381, -1.430], [-0.667, 4.876, -0.969], [-0.657, 3.730, -0.220], [0.463, 3.045, 0.111], [4.446, 1.239, 0.563], [5.621, 1.524, -0.103], [6.726, 0.738, 0.203], [6.646, -0.282, 1.151], [5.460, -0.549, 1.827], [4.366, 0.227, 1.505], [-1.717, -0.274, 5.852], [0.143, -1.859, 6.467], [2.169, -1.895, 4.998], [-1.493, 1.053, 3.828], [2.659, 4.984, -1.499], [0.590, 6.290, -2.014], [-1.609, 5.359, -1.185], [-1.588, 3.320, 0.128], [5.674, 2.326, -0.828], [7.668, 0.920, -0.298], [7.528, -0.871, 1.366], [5.392, -1.329, 2.573], [-1.228, -0.242, -1.833], [0.708, 0.245, -1.096], [0.674, 1.620, -2.747], [-0.204, 0.935, -3.764], [-0.115, 1.211, -5.124], [-0.955, 0.569, -6.020], [-1.890, -0.352, -5.563], [-1.983, -0.636, -4.210], [-1.138, 0.005, -3.312], [-1.947, 0.430, -1.372], [-1.468, -1.270, -1.562], [1.696, 1.760, -3.099], [0.283, 2.588, -2.434], [0.617, 1.925, -5.482], [-0.877, 0.783, -7.077], [-2.543, -0.855, -6.264], [-2.712, -1.353, -3.851], [-5.219, -0.510, -0.086], [-4.023, 0.820, 0.962], [-4.550, 1.895, 1.655], [-3.675, 2.766, 2.292], [-2.319, 2.551, 2.179], [-1.808, 1.509, 1.500], [-2.646, 0.640, 0.937], [-5.619, 2.055, 1.699], [-4.041, 3.613, 2.855], [-1.602, 3.226, 2.630], [-2.202, -0.224, 0.477], [0.394, -4.319, -1.553], [-1.060, -4.128, -1.218], [-1.986, -3.924, -2.241], [-3.334, -3.796, -1.958], [-4.459, -3.495, -3.254], [-3.805, -3.900, -0.661], [-2.895, -4.088, 0.364], [-1.538, -4.186, 0.093], [-0.704, -4.405, 1.168], [0.197, -3.346, 1.448], [-0.500, -1.984, 1.513], [-1.534, -1.829, 2.138], [0.133, -1.056, 0.857], [0.507, -4.601, -2.599], [0.835, -5.100, -0.935], [0.974, -3.406, -1.392], [-1.648, -3.887, -3.270], [-4.864, -3.828, -0.456], [-3.216, -4.148, 1.394], [1.014, -3.304, 0.729], [0.617, -3.557, 2.433]]}

# 4
{"formula": "C40H32N10OS3SiV", "method": "ωB97M-V with the def2-TZVPD basis set", "e_homo_ev": [-12.44, -12.45], "lumo_ev": [-7.286, -6.980], "s2": 0.80, "charge": 2, "orbital_gap_ev": [5.159, 5.473], "spin_multiplicity": 2, "elements": ["V", "C", "N", "C", "N", "C", "N", "C", "C", "C", "C", "C", "C", "C", "N", "N", "C", "O", "C", "C", "C", "C", "C", "C", "N", "C", "N", "C", "N", "C", "H", "H", "H", "H", "H", "H", "H", "H", "H", "H", "H", "H", "H", "H", "H", "H", "C", "C", "C", "C", "C", "C", "Si", "C", "C", "C", "C", "C", "C", "H", "H", "H", "H", "H", "H", "H", "H", "H", "H", "H", "S", "C", "S", "C", "N", "N", "C", "C", "C", "C", "C", "C", "S", "H", "H", "H", "H", "H"], "xyz": [[-0.586, -0.354, -0.176], [-5.139, 2.189, 1.552], [-3.917, 1.375, 1.560], [-2.967, 1.310, 0.649], [-1.963, 0.554, 1.108], [-2.411, 0.165, 2.349], [-3.577, 0.656, 2.650], [-4.907, 3.555, 2.156], [-5.846, 4.086, 3.029], [-5.662, 5.356, 3.563], [-4.538, 6.094, 3.241], [-3.592, 5.560, 2.368], [-3.782, 4.297, 1.825], [-2.400, 6.337, 2.042], [-2.084, 7.515, 2.450], [-0.862, 7.814, 1.891], [-0.522, 6.798, 1.178], [-1.453, 5.807, 1.221], [0.701, 6.620, 0.402], [1.672, 7.614, 0.447], [2.850, 7.453, -0.264], [3.063, 6.307, -1.011], [2.089, 5.316, -1.068], [2.375, 4.100, -1.922], [1.372, 3.045, -1.778], [1.289, 2.108, -0.852], [0.207, 1.360, -1.093], [-0.326, 1.921, -2.223], [0.353, 2.943, -2.659], [0.905, 5.474, -0.365], [-5.876, 1.627, 2.119], [-5.475, 2.249, 0.517], [-3.011, 1.820, -0.301], [-1.864, -0.485, 3.013], [-6.724, 3.511, 3.297], [-6.398, 5.764, 4.241], [-4.378, 7.079, 3.657], [-3.036, 3.908, 1.142], [1.495, 8.500, 1.041], [3.609, 8.223, -0.230], [3.990, 6.187, -1.560], [3.342, 3.669, -1.660], [2.390, 4.340, -2.983], [1.987, 1.986, -0.040], [-1.201, 1.537, -2.725], [0.125, 4.724, -0.404], [4.846, 0.879, 1.691], [4.436, 0.202, 0.549], [3.188, -0.401, 0.512], [2.350, -0.363, 1.640], [2.784, 0.315, 2.789], [4.016, 0.943, 2.806], [0.784, -1.316, 1.539], [0.426, -2.677, 2.670], [-0.215, -3.827, 2.183], [-0.404, -4.919, 3.009], [0.001, -4.856, 4.338], [0.614, -3.713, 4.842], [0.847, -2.635, 4.011], [5.819, 1.351, 1.718], [5.090, 0.140, -0.310], [2.880, -0.918, -0.389], [2.158, 0.361, 3.673], [4.340, 1.471, 3.693], [0.706, -1.376, -0.546], [-0.560, -3.868, 1.158], [-0.876, -5.814, 2.626], [-0.161, -5.706, 4.987], [0.922, -3.676, 5.878], [1.360, -1.764, 4.402], [1.722, -5.185, -3.938], [0.644, -4.116, -3.359], [0.004, -4.256, -1.712], [-0.852, -2.777, -1.943], [-0.717, -2.234, -3.100], [0.088, -2.979, -3.905], [0.290, -2.467, -5.239], [0.141, -1.099, -5.446], [0.317, -0.576, -6.716], [0.637, -1.408, -7.778], [0.771, -2.770, -7.563], [0.598, -3.310, -6.297], [-1.874, -2.004, -0.743], [-0.111, -0.450, -4.621], [0.201, 0.488, -6.874], [0.776, -0.997, -8.769], [1.008, -3.430, -8.386], [0.690, -4.372, -6.150]]}

# 5
{"formula": "C40H32N4O6PtS5", "method": "ωB97M-V with the def2-TZVPD basis set", "e_homo_ev": -7.46, "lumo_ev": -0.765, "charge": 0, "orbital_gap_ev": 6.698, "elements": ["Pt", "S", "C", "C", "C", "C", "C", "C", "S", "H", "H", "H", "H", "S", "C", "C", "C", "C", "C", "C", "N", "C", "C", "C", "C", "C", "C", "C", "C", "N", "C", "C", "C", "C", "C", "S", "C", "H", "H", "H", "H", "H", "H", "H", "H", "H", "H", "H", "H", "C", "C", "C", "C", "C", "C", "C", "S", "O", "O", "N", "C", "C", "C", "O", "O", "H", "H", "H", "H", "H", "H", "H", "H", "H", "H", "H", "H", "O", "C", "C", "C", "C", "O", "N", "H", "H", "H", "H"], "xyz": [[0.132, 0.110, -0.059], [2.398, -0.075, 0.223], [2.523, -0.416, 1.887], [3.785, -0.660, 2.488], [3.877, -0.932, 3.823], [2.736, -0.982, 4.653], [1.503, -0.758, 4.113], [1.383, -0.474, 2.735], [-0.168, -0.252, 2.043], [4.673, -0.618, 1.870], [4.853, -1.111, 4.259], [2.843, -1.190, 5.709], [0.612, -0.782, 4.729], [1.981, -7.369, -1.209], [2.434, -8.149, 0.240], [2.265, -7.338, 1.320], [1.760, -6.063, 0.968], [1.547, -5.922, -0.378], [1.066, -4.744, -1.101], [0.725, -3.560, -0.404], [0.341, -2.462, -0.995], [0.305, -2.403, -2.331], [0.538, -3.538, -3.127], [0.382, -3.454, -4.546], [0.018, -2.295, -5.127], [-0.170, -1.099, -4.359], [-0.559, 0.099, -4.972], [-0.726, 1.239, -4.219], [-0.405, 1.145, -2.855], [-0.024, 0.039, -2.246], [0.040, -1.120, -2.965], [-1.189, 2.513, -4.771], [-1.647, 2.771, -6.037], [-2.022, 4.124, -6.217], [-1.848, 4.867, -5.088], [-1.228, 3.939, -3.800], [0.925, -4.716, -2.472], [2.797, -9.164, 0.220], [2.496, -7.637, 2.332], [1.567, -5.285, 1.693], [0.746, -3.532, 0.680], [0.551, -4.342, -5.143], [-0.123, -2.237, -6.200], [-0.729, 0.110, -6.041], [-0.450, 2.018, -2.219], [-1.722, 2.023, -6.813], [-2.407, 4.527, -7.142], [-2.046, 5.918, -4.945], [1.131, -5.598, -3.069], [5.247, 2.611, -0.887], [4.014, 3.447, -0.706], [2.880, 3.227, -1.483], [1.729, 3.969, -1.283], [1.698, 4.943, -0.300], [2.831, 5.209, 0.455], [3.976, 4.457, 0.250], [0.170, 5.813, -0.031], [0.476, 7.104, 0.510], [-0.618, 5.675, -1.221], [-0.610, 4.949, 1.139], [0.058, 4.843, 2.440], [-0.363, 3.608, 3.227], [0.048, 2.328, 2.510], [-0.740, 1.284, 2.746], [1.043, 2.257, 1.834], [5.204, 2.038, -1.813], [5.347, 1.901, -0.063], [6.147, 3.229, -0.905], [2.900, 2.464, -2.254], [0.849, 3.815, -1.888], [2.818, 6.012, 1.181], [4.859, 4.660, 0.845], [-0.918, 4.071, 0.715], [-0.197, 5.735, 3.015], [1.142, 4.806, 2.333], [-1.421, 3.600, 3.487], [0.199, 3.609, 4.164], [-1.339, 2.608, -0.260], [-2.209, 1.749, -0.291], [-3.696, 1.935, -0.498], [-4.192, 0.512, -0.756], [-2.961, -0.374, -0.562], [-2.932, -1.578, -0.697], [-1.898, 0.422, -0.214], [-3.855, 2.622, -1.329], [-4.124, 2.392, 0.395], [-4.565, 0.364, -1.769], [-4.970, 0.180, -0.070]]}

We obtain energy above the lowest of the compared OMol25 structures with the same formula, charge and spin values of 6.272; 0.091; 2.382; 1.061; 0.628 eV for the records listed above, in that order.
We obtain maximum force values of 4.2; 0.3; 2.0; 1.6; 1.7 eV Å⁻¹ for the records listed above, in that order.